{"formula": "C27H21N9O5Ti", "method": "ωB97M-V with the def2-TZVPD basis set", "elements": ["C", "H", "C", "N", "N", "H", "H", "C", "C", "C", "C", "H", "C", "Ti", "H", "H", "H", "N", "H", "H", "C", "C", "N", "N", "N", "C", "C", "C", "H", "H", "O", "C", "O", "C", "C", "C", "H", "H", "O", "C", "O", "H", "C", "H", "N", "C", "C", "C", "H", "H", "H", "N", "N", "H", "C", "O", "C", "H", "C", "C", "H", "C", "C"], "xyz": [[-1.81548, 1.40936, 0.85152], [-4.20138, -2.59642, -0.84343], [2.79163, 1.21373, -0.03585], [1.03142, -1.52525, -1.41408], [1.07452, 1.25165, -1.64676], [3.83300, 3.17157, -1.67773], [-3.88812, 2.20509, 2.37514], [1.84656, -4.23274, 4.86402], [1.44215, -1.28406, 1.84257], [4.17185, 1.48582, 0.45553], [-4.14842, 3.50675, -1.21022], [3.84338, -3.31893, -1.81537], [1.58674, -2.30806, 2.88824], [0.19606, -0.01987, -0.23324], [2.74111, 4.00341, -3.74417], [-2.25653, 2.57784, -1.56065], [-3.55488, -0.14771, -0.95298], [1.97506, 0.34445, 0.52788], [3.02156, -1.01497, -1.81620], [0.02203, -4.74909, -1.04280], [-2.95600, 2.30621, 0.45764], [2.25132, 1.78302, -1.24545], [-1.55617, -0.94496, -1.10946], [-4.26394, 3.97166, -2.62563], [2.41911, -0.48760, 1.55628], [-1.18531, -2.29845, -1.10099], [-5.15639, 3.82030, -0.32583], [0.45128, -2.90043, 3.42846], [1.94997, -4.98064, 5.64094], [-0.52318, -2.59741, 3.06839], [-0.66802, 1.64577, 0.25464], [2.34624, -1.84260, -1.63747], [-5.25028, 4.61371, -2.91367], [0.70702, -3.92433, -1.21857], [-3.04198, 2.77441, -0.84558], [0.20350, -2.63468, -1.25098], [3.72308, -2.21941, 2.88017], [4.33086, 2.55672, 0.60124], [-3.46156, 3.53490, -3.42156], [2.87921, 2.77527, -2.00378], [-2.01453, 0.48387, 1.61487], [-5.99830, 4.40816, -0.66019], [-3.96444, 2.59318, 1.36599], [4.92092, 1.13257, -0.25995], [1.98552, -4.21205, -1.39128], [2.79536, -3.11711, -1.63631], [0.49433, 1.69671, -2.77276], [2.98026, -3.64779, 4.31011], [4.32983, 0.97213, 1.39831], [-0.29960, -4.31877, 4.84981], [0.53633, 3.01842, -4.43873], [-3.26412, -2.24285, -0.92986], [-2.21677, -3.11412, -0.99174], [-0.43931, 1.22244, -3.04702], [-5.05222, 3.36248, 0.98078], [0.28513, -1.18759, 1.20957], [0.58315, -3.85958, 4.42275], [-5.82957, 3.59964, 1.69496], [2.85161, -2.68380, 3.32461], [2.27261, 3.22826, -3.14969], [3.96540, -3.94990, 4.64309], [1.04718, 2.68064, -3.54812], [-2.87980, -0.98895, -0.98942]], "forces_ev_per_a": [[0.40, 0.36, -0.29], [0.01, -0.02, 0.00], [-0.18, -1.00, 1.00], [-0.23, -0.64, -0.05], [0.57, 0.85, -0.32], [-0.08, 0.01, -0.04], [0.01, 0.00, -0.07], [-0.01, 0.04, -0.02], [-0.99, -0.09, -0.28], [0.09, 0.04, -0.05], [0.15, 0.39, -0.40], [-0.01, -0.05, -0.01], [-0.02, 0.01, -0.09], [-0.71, -0.64, -1.56], [-0.03, -0.04, 0.03], [0.01, -0.02, 0.02], [0.07, -0.03, 0.06], [1.95, 0.62, 0.10], [0.03, 0.03, 0.03], [0.03, 0.01, 0.00], [0.16, 0.04, -0.09], [-0.31, 0.22, -0.51], [-0.34, -0.71, 0.10], [-0.77, -1.13, 0.38], [0.46, 0.89, -0.28], [-0.10, 0.21, -0.34], [-0.19, 0.12, 0.18], [-0.04, -0.08, 0.05], [-0.01, 0.01, -0.04], [0.02, -0.01, 0.00], [-1.67, 0.80, 0.50], [-0.31, 0.25, 0.03], [0.18, 0.45, -0.04], [0.03, -0.01, -0.10], [0.27, 0.02, 0.03], [-0.04, 0.07, -0.28], [-0.05, -0.03, 0.02], [-0.02, -0.02, -0.02], [0.42, 0.31, -0.09], [0.20, -0.09, 0.20], [-0.14, -0.02, 0.22], [0.00, 0.00, 0.01], [-0.14, -0.01, 0.11], [-0.05, 0.02, 0.00], [0.26, 0.16, -0.07], [-0.14, -0.50, 0.07], [0.01, -0.31, 0.36], [-0.02, -0.02, 0.01], [-0.02, -0.01, 0.02], [0.02, 0.02, 0.00], [0.04, -0.01, 0.00], [-0.21, -0.60, 0.03], [-0.18, 0.29, -0.01], [-0.06, -0.02, 0.04], [-0.04, 0.01, -0.03], [0.93, -0.78, 1.77], [0.04, 0.02, -0.03], [0.01, 0.00, -0.02], [0.14, -0.04, 0.09], [-0.20, 0.05, -0.26], [-0.03, 0.01, 0.01], [0.32, 0.28, -0.05], [0.48, 0.32, -0.05]], "multiplicity": 3, "total_charge": 0, "e_homo_ha": [-0.1960, -0.3115], "s2": 2.036, "de_lowest_ev": 1.3898, "homo_lumo_gap_ev": [4.616, 7.550], "lumo_energy_ha": [-0.0264, -0.0341]}


{"formula": "C4H7NO", "method": "ωB97M-V with the def2-TZVPD basis set", "elements": ["C", "H", "O", "C", "H", "C", "H", "H", "H", "N", "C", "H", "H"], "xyz": [[-1.15157, -0.74172, 0.12156], [-1.63456, -1.61903, -0.31495], [0.57322, 0.40521, -1.19817], [1.30551, 0.60089, -0.01512], [-1.28966, 0.09521, -1.88630], [-0.81256, 0.33312, -0.93221], [1.63577, -0.57818, 1.86320], [-1.17821, 1.32208, -0.60742], [1.15752, 1.61704, 0.39633], [-0.07226, -1.17295, 0.99399], [0.96094, -0.44358, 1.01712], [2.36293, 0.50063, -0.28250], [-1.85709, -0.31872, 0.84449]], "forces_ev_per_a": [[-0.19, -0.05, -0.07], [0.14, 0.07, -0.04], [0.06, -0.05, 0.01], [0.10, -0.01, 0.15], [0.04, 0.07, 0.14], [-0.23, 0.00, 0.01], [0.32, -0.16, -0.27], [0.10, -0.15, -0.02], [-0.02, -0.13, -0.09], [0.16, 0.54, 0.25], [-0.10, -0.09, 0.11], [-0.13, 0.05, 0.08], [-0.24, -0.08, -0.27]], "total_charge": 0, "e_homo_ha": -0.3359, "de_lowest_ev": 1.8621, "smiles": "C1=NCCOC1", "homo_lumo_gap_ev": 10.149, "lumo_energy_ha": 0.0371}


{"formula": "C16H39INiP2Si", "method": "ωB97M-V with the def2-TZVPD basis set", "elements": ["H", "C", "H", "I", "C", "H", "C", "C", "H", "H", "H", "C", "H", "H", "H", "H", "H", "C", "H", "Si", "C", "H", "C", "H", "Ni", "H", "H", "H", "P", "C", "H", "H", "H", "H", "H", "H", "H", "H", "H", "C", "P", "H", "H", "H", "C", "H", "H", "H", "C", "H", "H", "C", "H", "H", "H", "H", "C", "C", "H", "C"], "xyz": [[2.33946, 0.05826, 3.27764], [-1.71797, 1.17495, 0.57963], [-0.86604, 3.65104, 1.05180], [3.38693, -1.71207, -0.06827], [0.26050, -3.70139, 1.56379], [2.17362, 4.17328, -0.97460], [-0.87944, 1.04259, -2.29762], [-0.71817, -0.10599, 3.48611], [2.66398, -1.62496, 2.87879], [-2.36895, -2.39689, 0.54137], [-0.66907, -0.55568, 4.47946], [1.63348, 3.27292, -1.28797], [-0.15077, -5.32483, -0.86027], [-0.97920, 3.19507, -2.70435], [1.03649, 3.54473, -2.15965], [2.37855, 2.54903, -1.61467], [2.20697, -0.49222, -2.13740], [1.62883, 2.57604, 1.10711], [-0.35628, 0.91586, -4.38945], [-0.14841, 1.08776, -0.49986], [0.33529, -4.40549, -1.18973], [1.41616, -4.55092, -1.20452], [0.75030, 2.76905, -0.13869], [2.42563, 1.84737, 0.94469], [0.86930, -0.76117, 0.14201], [1.74150, -1.22908, 4.35421], [2.09019, 3.52764, 1.39177], [-1.46788, 1.53492, 1.57541], [0.38277, -1.00829, 2.33893], [-1.64513, 2.33621, -2.61215], [0.95986, 1.54540, -3.40018], [0.29709, 4.80807, 0.41305], [0.56568, -0.18008, -3.37356], [-1.74571, -0.13338, 3.12841], [-0.91919, 4.10647, -0.65155], [0.01559, -4.17497, -2.20602], [2.71407, 0.70261, -0.92991], [1.04037, 2.22784, 1.96134], [-1.36932, -1.07065, -2.16365], [-0.20143, -2.73618, 2.65475], [-0.08582, -2.99331, -0.10743], [0.13760, -3.05415, 3.64513], [1.34025, -3.86550, 1.63338], [-2.39816, 2.57186, -1.85810], [-1.92191, -3.13601, -0.12391], [-0.40656, 0.93631, 3.55488], [-2.45612, 1.86355, 0.15912], [-2.29819, -2.93873, -1.12695], [2.15425, -0.21390, -1.09130], [-2.16676, 2.22890, -3.56960], [-2.70322, -0.01598, -1.67013], [1.92929, -0.95088, 3.31499], [-2.29905, -0.18329, -3.37968], [-0.23242, -4.67341, 1.66806], [-2.18946, 0.19565, 0.68310], [-1.29421, -2.70469, 2.68622], [-1.87373, -0.12375, -2.37196], [0.14202, 0.82270, -3.41817], [-2.23709, -4.13582, 0.18349], [-0.25038, 3.88757, 0.18268]], "forces_ev_per_a": [[0.01, 0.02, -0.01], [-0.02, 0.03, -0.13], [0.00, 0.01, -0.01], [0.09, -0.06, 0.03], [-0.01, -0.07, -0.02], [0.00, 0.02, 0.03], [-0.01, 0.03, -0.03], [-0.03, 0.04, -0.04], [0.00, 0.01, 0.04], [0.01, 0.02, 0.01], [0.01, -0.01, 0.01], [-0.05, 0.01, -0.02], [-0.01, -0.03, 0.00], [-0.01, 0.00, 0.00], [0.02, 0.00, -0.01], [0.03, -0.04, 0.00], [-0.03, -0.08, -0.01], [-0.02, -0.03, -0.03], [-0.01, 0.01, -0.02], [-0.20, 0.26, -0.06], [0.13, 0.05, -0.02], [-0.01, 0.01, 0.02], [0.12, -0.05, 0.01], [0.00, -0.02, -0.01], [0.13, -0.61, 0.29], [0.00, 0.01, 0.00], [0.02, 0.03, 0.01], [-0.01, 0.01, 0.06], [0.06, 0.05, -0.16], [0.00, 0.00, 0.02], [0.01, -0.01, 0.02], [0.01, 0.03, 0.00], [0.04, -0.02, 0.02], [-0.01, 0.01, 0.01], [0.02, -0.03, 0.03], [-0.01, -0.02, -0.03], [0.06, -0.03, -0.06], [-0.02, 0.00, 0.01], [-0.01, -0.01, 0.01], [0.02, 0.02, 0.05], [-0.13, 0.28, 0.05], [-0.04, -0.03, -0.02], [-0.02, 0.01, -0.05], [0.00, 0.01, -0.01], [0.09, 0.01, 0.02], [0.00, 0.01, 0.01], [0.00, -0.02, 0.03], [0.01, 0.00, -0.03], [-0.20, 0.26, -0.09], [-0.01, -0.01, -0.02], [0.01, 0.02, 0.02], [-0.01, -0.07, 0.01], [-0.02, -0.01, -0.03], [0.04, 0.02, 0.02], [0.00, -0.03, 0.00], [0.01, 0.02, -0.01], [0.04, -0.02, 0.04], [0.02, 0.01, 0.04], [-0.02, 0.00, 0.00], [-0.07, 0.01, 0.01]], "total_charge": 0, "e_homo_ha": [-0.2662, -0.2662], "de_lowest_ev": 0.2488, "homo_lumo_gap_ev": [7.707, 7.707], "lumo_energy_ha": [0.0170, 0.0170]}